1.
C13H33FO6SbSi | wB97M-V/def2-TZVPD

The geometry in ORCA input format:
```
! wB97M-V def2-TZVPD RIJCOSX def2/J DEFGRID3
* xyz -1 1
C -2.9652 2.3450 0.1793
C -1.7604 1.7040 0.8633
Sb -2.2768 0.3238 2.4979
F -2.5577 -1.0574 0.9954
Si -1.9922 1.9404 4.5153
C -0.5370 1.3862 5.5772
C -1.6450 3.7431 4.0552
C -3.5815 1.9293 5.5521
H -3.2009 1.8446 -0.7637
H -3.8688 2.2774 0.8008
H -2.8158 3.4063 -0.0506
H -1.1938 1.0857 0.1658
H -1.0805 2.4589 1.2737
H -0.5824 -0.2145 2.5474
H -2.7066 -0.9615 3.6268
H -3.9946 0.7443 2.3192
H -0.5927 0.3122 5.7762
H 0.3858 1.5626 5.0146
H -0.4608 1.9211 6.5302
H -1.5168 4.3488 4.9610
H -2.4643 4.1737 3.4725
H -0.7287 3.8261 3.4635
H -3.8958 2.9490 5.7992
H -3.4672 1.3749 6.4876
H -4.3888 1.4633 4.9784
C 4.8329 1.0261 -0.6373
C 3.6200 1.6458 0.0233
O 2.3975 1.2325 -0.6013
C 1.9706 0.0073 -0.2506
O 2.5200 -0.7145 0.5417
O 0.8336 -0.2269 -0.8793
C 0.1852 -1.4626 -0.5265
H 4.8417 1.2523 -1.7044
H 5.7426 1.4312 -0.1902
H 4.8306 -0.0539 -0.5028
H 3.6209 2.7291 -0.0897
H 3.5787 1.4010 1.0844
H 0.0030 -1.5183 0.5438
H 0.7911 -2.3046 -0.8628
H -0.7730 -1.4478 -1.0352
C 1.1231 -1.0392 -6.0668
C 0.2283 -1.5517 -4.9614
O -0.0617 -2.9577 -5.1094
C 0.9080 -3.7806 -4.7295
O 1.9687 -3.4689 -4.2524
O 0.4786 -5.0358 -4.8895
C 1.4113 -6.0321 -4.4632
H 0.6809 -1.2443 -7.0427
H 1.2441 0.0394 -5.9601
H 2.1064 -1.5039 -6.0163
H -0.7493 -1.0760 -4.9948
H 0.6629 -1.3743 -3.9782
H 1.7135 -5.8581 -3.4325
H 2.2951 -6.0248 -5.0998
H 0.8831 -6.9762 -4.5549
*
```

Calculated values
E   -1596.1633 Ha

2.
C4H9NO2 | wB97M-V/def2-TZVPD

The geometry in ORCA input format:
```
! wB97M-V def2-TZVPD RIJCOSX def2/J DEFGRID3
* xyz 0 1
C -0.0242 0.8234 -1.5588
C 0.4833 -0.3085 -0.5962
C 1.6732 0.1880 0.2221
N -0.5083 -0.9329 0.2391
C -1.1066 -0.1909 1.2044
O -2.0691 -1.0821 1.7487
O -1.0482 0.9000 1.6988
H -1.1118 0.9174 -1.6263
H 0.1654 0.4140 -2.5684
H 0.5330 1.7605 -1.5070
H 0.8274 -1.0096 -1.3578
H 1.1707 0.9208 0.8455
H 2.4750 0.7628 -0.2538
H 2.0550 -0.5843 0.8786
H -1.0661 -1.7408 0.0320
H -2.4488 -0.8378 2.5992
*
```

Calculated values
SMILES string   CC(C)NC(=O)O
Energy relative to the best compared isomer or geometry (same formula, charge and spin)   95.4 kJ/mol
E   -363.0492 Ha

3.
C2H3BrN4 | wB97M-V/def2-TZVPD

The geometry in ORCA input format:
```
! wB97M-V def2-TZVPD RIJCOSX def2/J DEFGRID3
* xyz 0 1
C -0.9798 0.8339 -1.3511
C -1.2797 -0.9430 0.2166
N -0.9312 1.9067 -1.7435
N 1.5957 0.7132 0.4086
N -1.1102 -1.6670 1.1368
N -1.3538 -0.2590 -0.7844
Br 1.9053 -0.9590 -0.4405
H 2.4737 1.0641 0.8458
H -1.7019 -2.1339 1.9406
H 1.3818 1.4440 -0.2289
*
```

Calculated values
SMILES string   N#CN=C=N.NBr
Energy relative to the best compared isomer or geometry (same formula, charge and spin)   125.4 kJ/mol
E   -2870.9531 Ha

4.
C4H13NO | wB97M-V/def2-TZVPD

The geometry in ORCA input format:
```
! wB97M-V def2-TZVPD RIJCOSX def2/J DEFGRID3
* xyz 0 1
C -1.9118 -1.0410 1.1626
C -0.4248 -0.9901 0.6818
N -0.1428 0.2939 -0.0070
C 1.1364 0.2264 0.2949
C 2.2262 -0.2703 -0.5931
H -2.0851 -0.3891 2.0053
H -2.5776 -0.7862 0.3133
H -2.2059 -2.0461 1.4752
H -0.3238 -1.7922 -0.0703
H 0.1392 -1.3942 1.5402
H 1.8366 2.8083 -1.1350
H 1.4373 0.4634 1.3374
H 2.3910 2.3528 -0.9408
H 2.1548 -1.3190 -0.8504
H 3.1981 -0.2487 -0.0581
H 2.2856 0.3740 -1.5271
H -1.8187 1.0023 -0.7236
H -2.6272 1.3809 -1.9332
O -2.6873 1.3749 -0.9720
*
```

Calculated values
Energy relative to the best compared isomer or geometry (same formula, charge and spin)   426.6 kJ/mol
E   -290.0345 Ha

Values for E_HOMO, eV, ordered as above
-3.9238 -10.0901 -9.6645 -8.1969
Values for F_max, Eh/bohr, ordered as above
0.0112 0.0803 0.0836 0.0735
Values for HOMO-LUMO gap, eV, ordered as above
6.4 10.9 9.9 8.2